Formula: C37H33FN2O4P2Ti
Source: OMol25
Level of theory: wB97M-V/def2-TZVPD

The geometry in XYZ format:
```
80
Properties=species:S:1:pos:R:3:forces:R:3:lowdin_spin:R:1
Ti 0.06853 -0.55116 1.85153 -0.138 -0.081 0.098 0.94
C -0.41264 1.26512 3.25464 0.038 0.007 -0.019 0.00
C 0.74722 0.66326 3.77719 -0.097 -0.020 -0.038 0.00
C 0.42241 -0.66093 4.16133 -0.009 0.034 0.015 0.00
C -0.95883 -0.85856 3.91654 -0.001 0.078 -0.025 0.00
C -1.47327 0.32308 3.34123 0.002 -0.064 -0.028 0.00
H -0.48682 2.26452 2.85046 -0.011 0.008 0.005 0.00
H 1.71985 1.12225 3.83906 -0.006 -0.003 0.012 0.00
H 1.10128 -1.38107 4.59241 -0.003 0.007 -0.001 0.00
H -1.50532 -1.77400 4.07501 0.002 0.007 0.014 0.00
H -2.49038 0.49557 3.02443 -0.043 0.004 -0.005 0.00
C -1.52840 1.07478 -0.50278 0.092 0.112 0.037 0.01
C -0.37557 0.64992 -1.44093 -0.143 -0.002 0.099 0.00
P 0.93829 -0.25734 -0.56316 -0.023 0.090 -0.063 0.00
C 2.05332 -0.94964 -1.80513 0.039 0.008 0.089 0.00
C 3.33602 -0.43722 -1.99566 -0.031 -0.001 -0.010 0.00
C 4.15973 -0.98879 -2.96521 -0.031 -0.002 0.007 0.00
C 3.70468 -2.04308 -3.74395 0.033 0.043 -0.014 0.00
C 2.42672 -2.54957 -3.55764 -0.052 0.002 -0.027 0.00
C 1.59693 -2.01431 -2.58578 0.030 0.045 0.007 0.00
C 1.92985 0.89462 0.44368 0.072 -0.142 -0.070 0.00
C 2.82123 0.25428 1.32215 -0.061 -0.053 -0.141 0.01
C 3.70342 0.99124 2.09951 0.024 0.007 0.070 0.00
C 3.66424 2.37568 2.05090 -0.007 -0.031 -0.007 0.00
C 2.75916 3.02088 1.21309 -0.001 0.023 -0.013 0.00
C 1.90820 2.29108 0.40023 -0.041 0.009 0.038 0.00
P -1.59797 2.92218 -0.24282 -0.058 -0.122 -0.035 0.00
C -2.41787 3.39954 -1.80369 0.133 0.039 0.011 0.00
C -1.59575 3.92779 -2.79946 -0.070 0.006 -0.022 0.00
C -2.11771 4.25993 -4.04262 -0.012 -0.009 0.023 0.00
C -3.47108 4.08525 -4.28996 0.046 0.013 -0.002 0.00
C -4.29968 3.58146 -3.29584 -0.025 -0.015 0.020 0.00
C -3.77750 3.23715 -2.05855 -0.023 -0.010 -0.059 0.00
C -2.90671 3.02166 1.02687 0.094 0.153 0.025 0.00
C -3.98354 2.14465 1.15551 -0.025 -0.021 0.061 0.00
C -4.90344 2.30896 2.18154 -0.034 -0.063 -0.018 0.00
C -4.76321 3.35039 3.08841 0.024 0.043 0.011 0.00
C -3.70161 4.23498 2.96664 0.026 -0.014 -0.031 0.00
C -2.77809 4.06778 1.94356 -0.079 -0.080 0.025 0.00
H -1.46741 0.63930 0.51781 0.084 -0.019 -0.166 0.01
H -2.47762 0.70915 -0.89421 -0.002 -0.035 0.000 0.00
H 0.01895 1.48880 -2.02060 0.052 0.005 0.036 0.00
H -0.73602 -0.07865 -2.17071 -0.007 0.003 -0.009 0.00
H 3.69026 0.39131 -1.39518 0.022 -0.009 -0.013 0.00
H 5.15583 -0.59365 -3.11152 0.003 -0.001 -0.003 0.00
H 4.35241 -2.47633 -4.49410 -0.005 -0.011 0.000 0.00
H 2.07882 -3.37700 -4.16180 -0.001 -0.006 0.001 0.00
H 0.61258 -2.43115 -2.41694 -0.004 -0.006 -0.028 0.00
H 2.87790 -0.83355 1.33033 0.041 0.011 0.007 0.01
H 4.41352 0.48576 2.74065 -0.002 -0.003 -0.002 0.00
H 4.34375 2.95719 2.65963 0.001 0.000 0.003 0.00
H 2.73639 4.10199 1.17564 -0.004 0.001 -0.002 0.00
H 1.22687 2.80533 -0.26218 -0.017 0.013 -0.011 0.00
H -0.54418 4.09804 -2.59510 -0.003 -0.010 -0.001 0.00
H -1.47194 4.66778 -4.80885 -0.001 0.000 -0.004 0.00
H -3.88313 4.35367 -5.25352 -0.007 -0.004 -0.001 0.00
H -5.35800 3.45969 -3.48578 -0.002 0.000 0.005 0.00
H -4.43629 2.85486 -1.28880 0.001 0.024 -0.032 0.00
H -4.12477 1.33224 0.45295 0.032 -0.028 0.017 0.00
H -5.73861 1.62568 2.26940 0.007 -0.001 -0.005 0.00
H -5.48405 3.47503 3.88540 -0.004 -0.003 0.001 0.00
H -3.58947 5.05253 3.66626 -0.008 0.000 0.005 0.00
H -1.94505 4.75518 1.85025 0.002 0.008 0.009 0.00
F 4.07765 -4.38446 -1.67787 0.005 -0.067 0.001 0.00
C 3.03581 -5.05899 -1.18615 0.064 0.077 0.026 0.00
C 2.21654 -4.49982 -0.29918 -0.067 -0.028 0.037 0.00
N 1.13736 -5.17460 0.23489 0.049 -0.064 0.008 0.00
C 0.28257 -4.50859 1.18887 0.017 0.054 0.032 0.00
C -0.32079 -3.25035 0.58789 -0.205 0.143 -0.259 0.00
O -0.55117 -3.14682 -0.59030 -0.015 0.075 0.099 0.00
O -0.56550 -2.29141 1.47364 0.330 -0.099 0.217 0.00
C 0.83617 -6.47788 -0.13814 0.055 0.051 0.110 0.00
O -0.09362 -7.09566 0.32434 -0.035 0.009 -0.051 0.00
N 1.70707 -7.01195 -1.06548 0.021 -0.032 -0.063 0.00
C 2.82074 -6.42132 -1.66817 -0.107 -0.038 0.028 0.00
O 3.49081 -6.99637 -2.48551 0.032 -0.008 -0.025 0.00
H 2.36559 -3.48043 0.03067 0.019 -0.002 0.007 0.00
H 0.81892 -4.26582 2.10869 0.016 -0.022 -0.034 0.00
H -0.52515 -5.19932 1.43489 -0.005 0.015 0.035 0.00
H 1.50059 -7.96171 -1.34482 0.014 0.004 -0.013 0.00
```
Forces are in eV/Å.

Output
* energy above the lowest of the compared OMol25 structures with the same formula, charge and spin: 8.0 kcal per mole
* HOMO-LUMO gap (alpha / beta): 7.468 / 7.515 eV
* total charge: +1
* E: -94481.6401 eV
* spin multiplicity: 2

***

Formula: C37H33IKN5O5S2
Source: OMol25
Level of theory: wB97M-V/def2-TZVPD

The geometry in XYZ format:
```
84
Properties=species:S:1:pos:R:3:forces:R:3:lowdin_charge:R:1
K -0.43898 -1.17856 0.10798 0.155 0.004 0.148 0.62
C -3.07251 -2.56753 2.21953 -0.016 0.020 -0.006 -0.06
C -3.00259 -1.79063 3.54004 0.018 0.010 0.017 -0.38
C -2.76712 -2.75099 4.70052 -0.006 -0.010 -0.002 -0.09
C -1.95969 -0.69231 3.43941 -0.005 -0.007 -0.049 -0.21
C -2.15019 0.33098 2.50575 -0.001 0.032 -0.016 -0.05
C -1.18300 1.29555 2.28599 -0.036 -0.003 0.024 -0.04
C 0.01214 1.28510 3.00867 0.002 -0.015 -0.020 -0.27
C 1.08206 2.29758 2.70535 -0.013 0.015 -0.015 -0.05
C 0.18501 0.29687 3.96588 0.026 0.002 0.012 -0.08
C -0.78523 -0.68056 4.17897 -0.004 -0.009 0.003 -0.09
H -3.85040 -3.33498 2.26839 0.014 -0.012 -0.002 0.08
H -2.11830 -3.06137 2.00506 -0.010 -0.005 0.011 0.06
H -3.30824 -1.90602 1.38355 0.001 0.004 -0.005 0.07
H -3.97080 -1.29893 3.69333 -0.001 -0.007 0.004 0.14
H -1.83901 -3.31000 4.55632 -0.001 0.001 -0.001 0.08
H -3.58224 -3.47598 4.75518 0.001 0.001 0.002 0.07
H -2.70838 -2.22911 5.65881 -0.003 0.000 0.002 0.07
H -3.05301 0.36178 1.90466 -0.010 -0.019 0.002 0.10
H -1.33574 2.03812 1.51071 0.006 -0.006 -0.001 0.09
H 0.70605 3.31633 2.82472 0.006 -0.002 0.011 0.08
H 1.40103 2.19255 1.66545 0.004 -0.001 0.008 0.05
H 1.94742 2.16802 3.35811 0.004 0.001 0.001 0.07
H 1.10705 0.26443 4.53914 -0.003 -0.002 -0.003 0.10
H -0.59186 -1.45660 4.90856 0.003 0.001 0.002 0.09
N 6.82402 4.09439 -1.08603 0.002 0.009 0.000 0.07
C 5.68635 3.26673 -1.18730 -0.003 -0.001 0.004 -0.34
C 4.97073 3.19501 -2.37976 0.002 -0.002 -0.001 -0.04
C 3.82885 2.41481 -2.46743 0.004 0.007 -0.010 -0.07
C 3.39662 1.69389 -1.36713 0.012 -0.018 0.061 -0.28
C 4.10258 1.76056 -0.17524 -0.002 -0.006 -0.014 -0.06
C 5.23951 2.54650 -0.08241 0.000 -0.003 0.001 -0.04
S 1.93595 0.68093 -1.44716 0.013 -0.038 -0.097 0.53
O 2.23799 -0.48021 -0.62743 -0.102 0.077 -0.047 -0.39
O 1.68382 0.42641 -2.85088 0.040 0.043 -0.015 -0.33
N 0.76326 1.44050 -0.70827 0.007 -0.057 0.083 -0.12
C 0.26467 2.60667 -1.18269 -0.049 -0.008 -0.096 -0.47
N 0.86316 3.26834 -2.19841 -0.003 0.011 0.016 0.13
C 0.26710 4.37005 -2.62766 0.004 0.003 0.009 -0.16
C -0.91013 4.85971 -2.09603 0.005 0.014 0.013 -0.08
C -1.42923 4.13588 -1.02724 0.002 0.006 0.004 -0.14
N -0.85496 3.04407 -0.55846 0.020 0.005 0.006 0.13
H 7.29826 4.22088 -1.96724 0.003 -0.002 0.000 0.07
H 7.47314 3.78511 -0.37855 0.003 -0.002 -0.002 0.07
H 5.30940 3.76232 -3.24062 0.001 0.000 -0.001 0.10
H 3.25460 2.35630 -3.38112 0.002 0.000 0.000 0.10
H 3.76156 1.17830 0.67157 -0.004 0.001 0.002 0.11
H 5.78989 2.59846 0.85103 0.001 0.000 -0.001 0.10
H 0.76153 4.88681 -3.44868 0.001 -0.006 -0.005 0.10
H -1.40038 5.74014 -2.48588 -0.002 0.001 0.001 0.09
H -2.35780 4.42961 -0.54373 0.040 0.012 -0.010 0.09
I 1.70216 -2.92775 2.73583 -0.030 -0.037 -0.045 0.94
C 1.94067 -4.67952 1.59645 0.014 0.007 0.024 -0.64
C 3.01095 -5.48018 1.88171 0.007 -0.004 0.003 -0.20
C 3.20295 -6.67172 1.14874 -0.018 0.002 -0.011 -0.12
C 2.32073 -7.01342 0.16545 0.012 0.017 0.015 -0.07
C 1.20756 -6.18748 -0.13548 -0.007 -0.006 0.006 -0.19
C 0.29706 -6.54733 -1.15753 0.016 -0.007 0.007 -0.09
C -0.77226 -5.73858 -1.41914 -0.048 -0.017 0.014 -0.12
C -0.97218 -4.55060 -0.67650 0.035 -0.019 -0.022 -0.19
C -0.12995 -4.10149 0.32831 -0.047 0.034 -0.036 -0.17
C 0.97983 -4.97310 0.58407 0.013 -0.021 0.016 -0.28
H 3.70796 -5.20388 2.66164 0.002 0.000 0.000 0.07
H 4.05329 -7.30579 1.37386 0.002 0.001 -0.001 0.09
H 2.45897 -7.92680 -0.40582 0.000 -0.001 -0.001 0.09
H 0.46726 -7.46160 -1.71795 0.001 -0.001 0.001 0.09
H -1.47306 -6.01133 -2.20459 0.002 0.005 0.004 0.08
H -1.85505 -3.96537 -0.94190 0.002 0.019 0.004 0.07
O -4.72608 3.86583 -0.49291 -0.048 0.003 0.023 -0.35
S -4.97718 2.59942 -1.15179 -0.008 -0.008 -0.012 0.59
O -6.35315 2.36376 -1.53289 0.013 -0.006 0.006 -0.35
N -4.34512 1.36026 -0.35602 -0.002 -0.038 0.006 -0.05
C -3.34199 0.78068 -1.03419 -0.070 -0.027 -0.077 -0.54
O -2.71596 -0.22605 -0.69220 -0.017 0.034 0.057 -0.10
C -3.04028 1.47039 -2.34800 0.027 0.056 0.015 -0.14
C -2.00456 1.21807 -3.22985 0.010 -0.018 0.008 0.00
C -1.90030 2.02130 -4.35955 0.003 -0.020 0.003 -0.07
C -2.82247 3.03711 -4.60395 0.002 0.005 0.005 -0.10
C -3.85127 3.29652 -3.70538 -0.011 0.006 -0.021 -0.06
C -3.92476 2.50049 -2.58073 0.015 -0.010 0.001 -0.23
H -1.27640 0.44371 -3.01988 -0.004 0.019 -0.020 0.12
H -1.07806 1.86562 -5.04703 -0.002 -0.009 0.002 0.10
H -2.71811 3.64981 -5.49200 0.000 0.001 0.000 0.09
H -4.55518 4.10310 -3.86812 0.004 0.003 0.002 0.11
```
Forces are in eV/Å.

Output
* energy above the lowest of the compared OMol25 structures with the same formula, charge and spin: 7.3 kcal per mole
* HOMO-LUMO gap: 5.899 eV
* total charge: -2
* E: -102692.4713 eV